(1)
Computed, not measured: a cluster of 2 separate species, C6H9F3N2O in total at a distorted geometry, with wB97M-V/def2-TZVPD.

Last column: Mulliken charge in e.
CARTESIAN COORDINATES (ANGSTROEM)
C: -1.99 0.17 0.32  -0.4424
C: -0.73 0.91 0.67  0.7318
C: 0.25 -0.07 0.09  -0.2907
C: -0.68 2.30 0.03  -1.3777
C: 0.06 -2.23 -1.12  -0.8585
C: 1.67 0.25 -0.22  0.7201
N: -1.78 -0.86 -0.39  -0.9310
N: -0.45 -0.99 -0.61  0.8599
O: 0.68 -1.31 1.92  -0.7084
F: 2.18 1.14 0.63  -0.2549
F: 2.50 -0.80 -0.24  -0.2106
F: 1.78 0.81 -1.46  -0.2731
H: -2.98 0.48 0.59  0.4903
H: -0.60 1.00 1.75  0.2650
H: -0.86 2.24 -1.04  0.3709
H: 0.29 2.77 0.19  0.3419
H: -1.45 2.93 0.48  0.4156
H: 0.34 -2.86 -0.27  0.3173
H: -0.73 -2.70 -1.70  0.3197
H: 0.93 -2.05 -1.74  0.2904
H: 1.59 -1.13 2.13  0.2243

The LUMO energy (spin up / spin down) comes out at -0.336 / -0.336 eV. As for the energy above the lowest of the compared OMol25 structures with the same formula, charge and spin: 34.8 kcal/mol. The value obtained for the HOMO energy (spin up / spin down) is -0.316 / -0.316 hartree. The orbital gap (spin up / spin down) comes out at 8.26 / 8.26 eV. The net charge is 0.

***

(2)
Computed, not measured: a structure of composition C6H9F5I2IrN3O2Te at a distorted geometry, with wB97M-V/def2-TZVPD.

Last column: Mulliken charge in e.
CARTESIAN COORDINATES (ANGSTROEM)
Ir: 0.03 0.05 -0.15  1.5084
I: 0.07 -0.60 2.53  0.3361
C: -1.80 -1.62 2.21  -0.8197
I: -2.31 -1.32 0.13  0.4651
H: -2.55 -1.17 2.85  0.4281
H: -1.66 -2.68 2.42  0.4231
C: 3.85 2.50 -1.83  -0.8317
N: 3.62 1.09 -1.53  0.0820
C: 4.53 0.11 -1.77  -0.0516
C: 4.27 -1.19 -1.49  -0.9551
C: 3.00 -1.54 -0.96  0.9240
N: 2.14 -0.54 -0.68  -0.3742
C: 2.43 0.74 -0.97  0.5292
O: 1.54 1.58 -0.70  -0.7191
N: 2.65 -2.79 -0.74  -0.3400
H: 4.83 2.62 -2.28  0.3125
H: 3.79 3.10 -0.92  0.3323
H: 3.09 2.87 -2.51  0.3126
H: 5.47 0.43 -2.20  0.3920
H: 5.01 -1.95 -1.70  0.3792
H: 3.28 -3.55 -0.94  0.2399
H: 1.72 -3.02 -0.43  0.1666
F: -1.27 1.04 -4.30  -0.3257
Te: -1.33 1.45 -2.50  2.1119
F: 0.09 0.03 -2.42  -0.6030
F: 0.06 2.61 -2.90  -0.3462
F: -2.83 2.45 -2.80  -0.3382
F: -2.41 -0.12 -2.37  -0.4391
O: -1.25 1.66 -0.71  -0.7995

The LUMO energy (spin up / spin down) comes out at -9.280 / -9.278 eV. As for the energy above the lowest of the compared OMol25 structures with the same formula, charge and spin: 42.7 kcal/mol. The value obtained for the HOMO energy (spin up / spin down) is -0.600 / -0.600 hartree. The orbital gap (spin up / spin down) comes out at 7.05 / 7.06 eV. The net charge is +2.

***

(3)
Computed, not measured: the molecule C6H9FO at a distorted geometry, with wB97M-V/def2-TZVPD.

Last column: Mulliken charge in e.
CARTESIAN COORDINATES (ANGSTROEM)
C: -2.28 -0.58 -0.14  -1.3907
C: -0.79 -0.49 -0.54  0.3054
C: 0.13 -1.32 0.40  -0.6676
O: 1.47 -1.23 0.15  -0.3483
C: 1.91 0.04 -0.11  -0.2074
C: 1.23 1.10 -0.35  -0.5691
C: -0.31 1.00 -0.42  0.1768
F: -0.68 1.50 0.84  -0.3194
H: -2.74 -1.51 -0.47  0.4111
H: -2.43 -0.41 0.95  0.3052
H: -2.88 0.21 -0.68  0.3386
H: -0.71 -0.76 -1.58  0.3196
H: -0.09 -0.98 1.45  0.3040
H: -0.12 -2.41 0.31  0.2959
H: 3.00 -0.01 -0.09  0.3777
H: 1.69 2.08 -0.48  0.3349
H: -0.73 1.67 -1.23  0.3333

The LUMO energy comes out at 0.981 eV. As for the energy above the lowest of the compared OMol25 structures with the same formula, charge and spin: 5.2 kcal/mol. The value obtained for the HOMO energy is -0.340 hartree. The orbital gap comes out at 10.23 eV. The net charge is 0.

***

(4)
Computed, not measured: the molecule C6H9FSSi at a distorted geometry, with wB97M-V/def2-TZVPD.

Last column: Mulliken charge in e.
CARTESIAN COORDINATES (ANGSTROEM)
C: 1.85 -1.17 1.49  -0.9138
Si: 0.65 -1.20 0.05  0.6091
C: -0.94 -2.22 0.20  -0.9748
F: 1.33 -1.84 -1.26  -0.2944
C: -0.06 0.55 -0.57  0.2388
C: -0.26 1.75 0.23  -0.3630
C: -0.72 2.86 -0.53  -0.5338
C: -1.10 2.56 -1.78  -0.3619
S: -0.69 0.96 -2.14  -0.1154
H: 1.42 -0.35 2.06  0.2670
H: 1.72 -2.22 1.88  0.2805
H: 2.89 -1.09 1.12  0.2842
H: -0.68 -3.25 0.24  0.3275
H: -1.83 -2.00 1.02  0.2877
H: -1.50 -2.03 -0.71  0.2705
H: 0.09 1.72 1.29  0.2194
H: -0.82 3.83 -0.01  0.3140
H: -1.33 3.13 -2.60  0.4584

The LUMO energy comes out at 0.799 eV. As for the energy above the lowest of the compared OMol25 structures with the same formula, charge and spin: 0.0 kcal/mol. The value obtained for the HOMO energy is -0.324 hartree. The orbital gap comes out at 9.62 eV. The net charge is 0.

***

(5)
Computed, not measured: a structure of composition C6H9FeO4 at a distorted geometry, with wB97M-V/def2-TZVPD.

Last column: Mulliken charge in e.
CARTESIAN COORDINATES (ANGSTROEM)
O: -3.52 0.90 0.22  -0.6983
C: -2.54 1.19 -0.53  1.3247
O: -2.52 0.68 -1.69  -0.7165
O: -1.49 1.68 0.06  -0.3065
C: -0.21 1.01 0.20  -0.7733
Fe: -4.33 0.24 -1.39  0.9485
H: -0.54 0.17 -0.44  0.4262
H: 0.07 1.80 0.91  0.5044
C: 1.84 1.52 -0.17  -0.6341
C: 2.09 0.21 0.30  -0.3998
H: 1.66 1.76 -1.22  0.2893
H: 2.25 2.33 0.44  0.4088
H: 2.90 -0.35 -0.19  0.3022
C: 0.96 -0.53 0.77  0.0628
C: 0.91 -1.97 0.30  -0.6446
O: -0.32 -2.55 0.69  -0.5154
H: 0.64 -0.42 1.81  0.4048
H: 1.76 -2.52 0.74  0.3152
H: 1.02 -2.01 -0.80  0.3779
H: -0.63 -3.13 -0.01  0.3239

The LUMO energy (spin up / spin down) comes out at -6.424 / -6.426 eV. The expectation value of S² is 6.0133. As for the energy above the lowest of the compared OMol25 structures with the same formula, charge and spin: 170.1 kcal/mol. The value obtained for the HOMO energy (spin up / spin down) is -0.391 / -0.391 hartree. As for the spin multiplicity: 5. The orbital gap (spin up / spin down) comes out at 4.22 / 4.22 eV. The net charge is +1.

***

(6)
Computed, not measured: a structure of composition C6H9GaMgO5 at a distorted geometry, with wB97M-V/def2-TZVPD.

Last column: Mulliken charge in e.
CARTESIAN COORDINATES (ANGSTROEM)
O: -0.17 -2.04 -1.91  -0.5094
C: -1.34 -2.12 -1.24  -0.3783
C: -2.12 -0.96 -1.22  -0.1432
O: -1.47 0.24 -1.45  -0.4945
Ga: 0.47 -0.19 -1.55  1.1086
H: -1.87 -3.08 -1.28  0.4029
H: -3.17 -0.99 -1.54  0.3509
O: -0.93 1.43 1.28  -0.7871
C: -0.86 0.10 1.59  -0.1410
C: 0.45 -0.61 1.45  -0.3950
O: 1.23 -0.14 0.33  -0.1100
C: 2.06 1.02 0.51  -0.1515
C: 2.05 1.75 -0.79  -0.5176
O: 0.85 1.82 -1.41  -0.5894
Mg: -0.98 1.90 -0.57  1.1755
H: -1.26 -0.14 2.60  0.4208
H: 1.08 -0.50 2.34  0.4636
H: 3.07 0.72 0.81  0.3279
H: 1.61 1.62 1.32  0.3029
H: 2.83 2.47 -1.04  0.4568
H: 0.09 -1.75 1.02  0.1461
H: -1.61 -0.55 0.76  0.0611

The LUMO energy (spin up / spin down) comes out at -5.983 / -5.981 eV. The expectation value of S² is 0.7558. The value obtained for the HOMO energy (spin up / spin down) is -0.420 / -0.421 hartree. As for the spin multiplicity: 2. The orbital gap (spin up / spin down) comes out at 5.44 / 5.48 eV. The net charge is +1.

***

(7)
Computed, not measured: a cluster of 2 separate species, C6H9I in total at a distorted geometry, with wB97M-V/def2-TZVPD.

Last column: Mulliken charge in e.
CARTESIAN COORDINATES (ANGSTROEM)
C: 2.12 1.48 0.60  -1.0665
C: 1.10 0.62 -0.01  1.1659
C: 0.25 -0.20 -0.38  -0.1924
C: -0.74 -1.05 -0.87  -1.0530
C: -2.06 -0.80 -0.87  -0.1087
C: -2.71 0.59 -0.58  -0.9053
H: 1.63 2.31 1.17  0.2644
H: 2.65 1.93 -0.24  0.3058
H: 2.84 0.86 1.17  0.1913
H: -0.48 -2.14 -1.01  0.2467
H: -2.70 -1.58 -1.29  0.3380
H: -3.00 0.61 0.45  0.2637
H: -3.51 0.61 -1.27  0.3258
H: -1.84 1.36 -0.74  0.2339
I: 3.43 -2.52 1.21  -0.1079
H: 3.02 -2.07 2.65  0.0984

The LUMO energy comes out at 0.675 eV. As for the energy above the lowest of the compared OMol25 structures with the same formula, charge and spin: 30.4 kcal/mol. The value obtained for the HOMO energy is -0.310 hartree. The orbital gap comes out at 9.10 eV. The net charge is 0.

***

(8)
Computed, not measured: a structure of composition C6H9IO4Yb at a distorted geometry, with wB97M-V/def2-TZVPD.

Last column: Mulliken charge in e.
CARTESIAN COORDINATES (ANGSTROEM)
C: 2.20 0.63 -0.15  -1.0489
C: 1.50 -0.21 -1.24  -0.5194
C: 0.40 -1.08 -0.60  -0.1259
O: -0.80 -0.99 -1.35  -0.3737
C: -1.77 -0.27 -0.67  -0.1020
O: -1.33 1.07 -0.46  -0.2959
C: -1.21 1.33 0.86  0.7037
O: -1.03 2.39 1.35  -0.4755
O: -1.24 0.14 1.54  -0.3848
C: -2.11 -0.72 0.77  -0.4232
I: -4.13 -0.30 1.24  0.2540
H: 3.30 0.64 -0.29  0.4923
H: 2.02 0.15 0.82  -0.0029
H: 1.85 1.66 -0.13  0.6161
H: 2.21 -0.82 -1.79  0.4118
H: 1.02 0.51 -1.90  0.2946
H: 0.72 -2.12 -0.55  0.4654
H: 0.22 -0.71 0.41  -0.0654
H: -2.66 -0.28 -1.29  0.4339
H: -1.86 -1.74 1.01  0.4249
Yb: 2.70 0.73 2.41  1.7209

The LUMO energy comes out at -10.607 eV. As for the energy above the lowest of the compared OMol25 structures with the same formula, charge and spin: 0.0 kcal/mol. The value obtained for the HOMO energy is -0.555 hartree. The orbital gap comes out at 4.49 eV. The net charge is +2.

***

(9)
Computed, not measured: a structure of composition C6H9KO4 at a distorted geometry, with wB97M-V/def2-TZVPD.

Last column: Mulliken charge in e.
CARTESIAN COORDINATES (ANGSTROEM)
O: 1.43 -0.64 -0.03  -0.3302
K: -0.23 1.24 -0.66  1.0162
O: 2.17 1.41 -0.23  -0.8204
C: 2.52 0.23 0.02  0.6471
O: 3.62 -0.22 0.33  -0.6551
C: 1.60 -2.01 0.32  -0.3145
C: 0.29 -2.72 0.07  -0.9606
H: 2.41 -2.45 -0.28  0.3119
H: 1.89 -2.08 1.38  0.2982
H: 0.01 -2.66 -0.99  0.2608
H: 0.37 -3.78 0.34  0.3761
H: -0.52 -2.27 0.67  0.1515
C: -3.60 -0.65 0.05  0.1629
C: -3.03 -0.49 -1.23  -0.9347
H: -4.25 0.21 -0.77  0.2179
H: -4.10 -1.58 0.34  0.3741
H: -3.37 -1.25 -1.94  0.2709
O: -2.14 0.94 1.10  -0.4420
C: -3.07 0.17 1.19  0.0153
H: -3.38 -0.17 2.20  0.3548

The LUMO energy comes out at -1.755 eV. As for the energy above the lowest of the compared OMol25 structures with the same formula, charge and spin: 85.0 kcal/mol. The value obtained for the HOMO energy is -0.294 hartree. The orbital gap comes out at 6.25 eV. The net charge is 0.

***

(10)
Computed, not measured: the ion C6H9N with charge -1 at a distorted geometry, with wB97M-V/def2-TZVPD.

Last column: Mulliken charge in e.
CARTESIAN COORDINATES (ANGSTROEM)
C: -1.24 1.04 0.47  -0.3282
C: -1.50 0.05 1.39  -1.3735
N: -0.51 -0.87 1.26  0.5069
C: 0.30 -0.58 0.19  -2.1019
C: -0.21 0.57 -0.40  1.2086
C: 0.01 1.12 -1.77  -1.3767
C: 1.69 -1.16 0.21  -2.7572
H: -1.80 1.96 0.40  0.6041
H: -2.40 -0.10 1.97  0.3934
H: -0.42 -1.68 1.86  0.8742
H: 0.03 0.30 -2.49  0.6181
H: 0.92 1.72 -1.87  0.2828
H: -0.83 1.75 -2.08  0.2617
H: 2.29 -0.62 0.95  0.8022
H: 1.58 -2.15 0.70  0.6344
H: 2.08 -1.35 -0.78  0.7511

The LUMO energy (spin up / spin down) comes out at 4.096 / 3.971 eV. The expectation value of S² is 0.7503. As for the energy above the lowest of the compared OMol25 structures with the same formula, charge and spin: 11.5 kcal/mol. The value obtained for the HOMO energy (spin up / spin down) is 0.050 / -0.146 hartree. As for the spin multiplicity: 2. The orbital gap (spin up / spin down) comes out at 2.75 / 7.95 eV. The net charge is -1.

***

(11)
Computed, not measured: a structure of composition C6H9N at a distorted geometry, with wB97M-V/def2-TZVPD.

Last column: Mulliken charge in e.
CARTESIAN COORDINATES (ANGSTROEM)
C: -0.46 0.77 1.44  -1.4339
C: -0.76 -0.48 0.64  0.5844
C: -0.57 -0.41 -0.93  -0.5373
C: 0.34 0.68 -1.50  -1.1053
C: 0.18 -1.60 0.56  -0.7846
C: 1.55 -1.25 0.67  0.4733
N: 2.70 -1.12 0.87  -0.4249
H: 0.55 1.14 1.25  0.3499
H: -1.18 1.56 1.22  0.3511
H: -0.54 0.53 2.51  0.3798
H: -1.78 -0.84 0.83  0.3872
H: -1.57 -0.41 -1.38  0.4759
H: 0.38 0.60 -2.59  0.3741
H: -0.02 1.69 -1.25  0.2714
H: 1.36 0.58 -1.12  0.2965
H: -0.18 -1.41 -1.22  0.3423

The LUMO energy comes out at -0.646 eV. As for the energy above the lowest of the compared OMol25 structures with the same formula, charge and spin: 91.3 kcal/mol. The value obtained for the HOMO energy is -0.331 hartree. The orbital gap comes out at 8.37 eV. The net charge is 0.

***

(12)
Computed, not measured: the molecule C6H9N, with wB97M-V/def2-TZVPD.

Last column: Mulliken charge in e.
CARTESIAN COORDINATES (ANGSTROEM)
C: 1.21 1.85 -0.50  -1.0690
C: 1.12 0.62 0.44  0.1849
C: 1.61 -0.70 0.43  -0.5687
C: 0.47 -1.56 0.30  -0.4323
C: -0.66 -0.76 0.29  0.3410
C: -2.08 -0.96 -0.08  -1.1554
N: -0.24 0.49 0.53  -0.1655
H: 1.29 2.81 0.02  0.2728
H: 1.99 1.70 -1.24  0.3285
H: 0.28 1.93 -1.10  0.3148
H: 2.62 -1.09 0.56  0.3912
H: 0.45 -2.63 0.22  0.4114
H: -2.31 -0.53 -1.07  0.2456
H: -2.32 -2.02 -0.11  0.3231
H: -2.71 -0.45 0.65  0.3160
H: -0.80 1.31 0.66  0.2617

The LUMO energy comes out at 0.955 eV. As for the energy above the lowest of the compared OMol25 structures with the same formula, charge and spin: 40.0 kcal/mol. The value obtained for the HOMO energy is -0.277 hartree. The orbital gap comes out at 8.48 eV. The net charge is 0.

***

(13)
Computed, not measured: a structure of composition C6H9N at a distorted geometry, with wB97M-V/def2-TZVPD.

Last column: Mulliken charge in e.
CARTESIAN COORDINATES (ANGSTROEM)
C: 0.02 1.64 0.07  -0.9597
C: 0.94 0.44 0.01  0.2265
C: 0.90 -0.62 -0.99  -0.1540
C: 2.20 0.08 -1.38  -0.6699
C: 2.65 0.56 -0.24  -0.1268
C: -2.06 -1.66 0.64  -0.3374
N: -2.12 -0.44 0.99  -0.3831
H: 0.58 2.40 0.62  0.3299
H: -0.87 1.41 0.68  0.2521
H: -0.28 2.01 -0.91  0.3204
H: 0.13 -0.54 -1.73  0.2553
H: 1.15 -1.64 -0.67  0.2221
H: 3.56 1.11 0.08  0.3191
H: -1.86 -1.85 -0.41  0.2483
H: -2.48 -2.44 1.28  0.2679
H: -2.46 -0.44 1.95  0.1891

The LUMO energy comes out at 0.837 eV. As for the energy above the lowest of the compared OMol25 structures with the same formula, charge and spin: 149.1 kcal/mol. The value obtained for the HOMO energy is -0.291 hartree. The orbital gap comes out at 8.76 eV. The net charge is 0.